Formula: C35H54InN4O6PSTe
Source: the OMol25 dataset
Level of theory: wB97M-V/def2-TZVPD

XYZ file:
```
103
Properties=species:S:1:pos:R:3:forces:R:3:mulliken_charge:R:1
H 3.4204 2.4398 -0.1388 0.01 0.00 0.01 0.231
H 2.0021 -1.1646 -1.5136 0.02 -0.06 -0.06 -2.322
C 3.3757 -2.5926 -2.3358 -0.09 0.09 -0.04 -2.167
H -2.9365 -1.5886 -1.2810 0.00 0.05 0.16 -0.023
H -1.9136 1.0866 5.2674 0.02 0.01 -0.02 0.443
H -0.3209 -1.1956 5.4575 0.05 0.01 0.04 0.391
C -0.6160 -0.8164 2.7106 -0.02 -0.11 -0.05 -0.789
H 0.3845 0.3971 5.7610 -0.03 0.01 0.00 0.464
H 1.1110 5.3269 0.2913 -0.01 0.02 0.01 0.335
C -1.5751 4.4330 2.1616 -0.11 -0.21 -0.01 -0.904
H -0.0757 4.3436 -1.7576 -0.02 -0.01 0.00 0.274
N 2.6124 -0.4072 0.8263 -0.05 -0.04 -0.05 0.029
H -3.8548 2.8414 -2.8114 0.02 -0.01 -0.05 0.185
C 1.9946 4.7377 0.0420 0.01 -0.13 -0.19 -2.009
H 2.4265 0.6566 -3.0859 0.07 -0.10 -0.13 0.447
H -4.3642 -2.0390 -2.1885 -0.02 0.03 0.02 0.477
C -1.9704 0.5468 4.3162 0.08 -0.01 -0.06 -1.575
H -6.3914 2.2044 -1.2274 0.05 -0.04 0.05 0.330
H -2.4029 0.3412 -4.4416 -0.04 0.02 0.01 0.400
C 3.3553 -2.4976 3.7940 0.01 0.03 -0.01 -0.497
H 2.8391 0.4748 1.2623 -0.03 0.07 -0.07 0.267
H 3.0183 -0.4736 -0.0945 0.11 0.12 0.07 0.027
C 0.3314 -2.7392 -5.3950 -0.05 0.02 0.00 -1.305
H -1.7940 -2.7407 -5.5855 -0.01 0.02 0.02 0.324
C 1.5635 3.4330 -0.6695 0.21 0.27 -0.16 1.724
H 3.3948 -0.4027 -4.1193 0.03 -0.03 -0.01 0.376
H -0.8232 -3.8921 1.5322 0.03 0.01 -0.03 0.531
C -3.2770 -2.1302 -2.1569 0.12 -0.05 -0.11 -1.445
H 2.8665 -3.5052 -2.0229 0.06 -0.02 -0.01 0.455
C -0.4269 -2.0359 -0.6118 -0.08 -0.18 -0.31 -0.467
H 2.6533 5.3275 -0.6045 0.01 0.06 0.05 0.425
C 0.2306 -0.3726 5.0001 0.02 -0.07 -0.06 -1.770
N -0.2645 -1.1255 -1.5305 -0.47 0.63 0.55 0.465
C -0.1220 -1.6023 -2.8624 0.27 -0.19 -0.42 -0.454
C -2.8493 -0.0504 -3.5239 0.00 -0.11 -0.06 -1.125
C -0.9535 -2.4858 -4.9493 0.09 -0.04 -0.04 -1.232
N -0.5160 -0.5947 1.3825 0.04 0.38 -0.17 1.538
H 1.2009 -0.7542 4.6848 -0.01 -0.01 0.02 0.136
C 2.8464 2.6561 -1.0426 -0.25 0.07 0.12 -0.922
H -0.8779 -2.6754 3.9067 0.04 0.04 0.00 0.475
C 1.3946 -2.3787 -4.5927 0.05 -0.05 -0.10 -0.495
C 3.2893 -3.7684 3.2532 0.07 -0.24 0.24 -0.151
H -3.2294 -2.0063 -4.2759 0.06 -0.02 0.00 0.587
H 3.5879 -2.4002 4.8471 0.00 0.03 -0.01 0.531
H 4.1279 -2.3467 -1.5835 0.02 -0.04 -0.02 0.470
H -3.9104 0.2005 -3.5194 -0.07 0.07 0.04 0.345
C 3.0889 -0.2104 -3.0880 -0.11 -0.12 -0.03 -1.710
H 0.1545 2.2261 4.1827 -0.01 0.03 0.01 0.626
O -2.3762 1.4329 -0.4871 0.37 -0.51 0.08 -0.422
C 0.1254 1.5054 3.3624 0.04 -0.25 -0.13 -0.973
C -1.2137 -1.9095 -3.7083 -0.02 0.05 0.11 0.817
O -4.6155 2.5851 -0.2940 0.35 -0.49 0.33 -0.378
O 4.4086 -6.0881 3.4770 -0.12 0.09 0.06 -0.726
H -2.4947 1.1706 3.5989 -0.16 0.03 -0.11 0.075
H -2.3815 0.4327 -2.6691 0.00 0.09 0.08 -0.008
In -0.1827 0.9980 -0.0979 -0.04 -0.03 0.25 1.222
C -0.7556 -2.8318 1.7228 0.10 0.03 -0.13 -1.943
O -3.1100 2.6618 1.6105 -0.12 -0.70 0.01 -0.266
H 0.4958 -3.2081 -6.3579 0.01 0.03 -0.01 0.375
N 0.7258 2.7595 0.2666 -0.34 -0.80 -0.02 -0.257
C -0.5524 0.2196 3.8194 -0.04 0.04 0.05 3.121
H 3.8946 -2.7954 -3.2753 0.00 -0.02 -0.01 0.467
H 2.5215 4.4964 0.9663 -0.01 -0.01 0.01 0.363
H -5.1854 3.9646 -2.4917 0.01 0.00 -0.06 0.348
H -2.5486 -0.3657 4.4630 -0.03 0.00 0.03 0.282
H 2.4069 -2.5552 -4.9386 0.01 0.02 0.04 0.333
C 2.3838 -1.4360 -2.4957 0.14 -0.04 -0.16 4.133
O 2.2131 -5.7571 4.5042 0.11 0.02 0.00 -0.697
C -0.5765 -1.8267 0.7611 -0.18 -0.19 0.28 0.867
H 2.5701 -2.9354 0.0473 -0.05 -0.03 0.13 0.230
C 2.8619 -1.5317 1.6373 0.08 -0.02 0.13 0.168
Te -4.6168 -0.2847 1.3181 0.01 -0.18 0.16 -0.477
C -0.7781 -2.1982 2.9456 -0.05 0.06 0.08 -0.962
H -0.6604 3.8557 2.0146 -0.02 0.20 -0.06 -0.081
H 1.1458 1.3205 3.0216 0.02 0.03 0.01 -0.074
H 2.9675 -4.9275 1.4967 0.01 0.02 -0.04 0.387
H 3.2153 -0.3819 3.4054 0.00 -0.01 0.04 0.369
H 3.9814 0.0324 -2.5060 -0.02 0.08 -0.01 0.417
H -3.4978 4.6355 1.1881 -0.05 -0.10 0.00 0.370
H 2.5523 1.7069 -1.5001 0.09 0.20 0.14 -0.433
H -0.4127 1.9653 2.5384 -0.01 0.03 -0.01 -0.731
H -5.1204 1.0361 -1.5798 0.01 0.04 0.00 0.107
C 3.0105 -3.9249 1.9043 -0.01 0.05 -0.08 -1.111
C 2.7979 -2.8178 1.1007 -0.06 0.04 -0.03 0.084
H 0.6317 2.9315 -2.5616 -0.03 0.01 -0.04 0.249
C 3.1483 -1.3836 2.9915 -0.03 0.04 -0.10 -0.390
H -3.0278 -3.1872 -2.0330 -0.02 0.01 0.02 0.392
C -4.9305 2.9152 -2.6524 0.03 -0.05 0.22 -1.149
P -3.5396 1.5895 0.4785 -0.31 1.59 -0.41 0.058
S 3.5524 -5.2203 4.2842 0.07 -0.05 -0.02 1.308
O 4.1981 -4.7094 5.4909 -0.10 -0.01 -0.10 -0.743
H -0.4477 -3.0882 -0.9122 -0.03 0.03 -0.03 0.264
C -2.6698 -1.5687 -3.4422 0.02 0.11 0.16 0.654
H 1.4902 4.4959 -2.5965 -0.03 -0.04 -0.08 0.474
C 1.1856 -1.8179 -3.3400 -0.01 0.10 0.22 0.003
C -2.6424 3.9533 1.1985 0.14 0.39 -0.08 0.056
H -5.4522 2.5526 -3.5409 0.00 0.01 0.00 0.389
C -5.3198 2.1020 -1.4279 -0.04 0.00 -0.22 -0.118
H -1.9212 4.3146 3.1909 -0.01 0.06 0.02 0.287
C 0.8622 3.8348 -1.9871 0.09 -0.05 0.17 -1.686
H -2.2361 3.8990 0.1859 0.04 -0.04 0.03 0.109
H -1.3659 5.4890 1.9761 0.04 0.00 -0.01 0.406
H 3.4805 3.2143 -1.7414 0.04 -0.06 -0.04 0.495
```
Positions in Å, forces in eV/Å.

The value obtained for the HOMO energy is -2.6 eV. Its charge is -2. As for the energy above the lowest of the compared OMol25 structures with the same formula, charge and spin: 6.9 kcal/mol. Its spin multiplicity is 1.


Formula: C35H55F2N3O4SSi
Source: the OMol25 dataset
Level of theory: wB97M-V/def2-TZVPD

XYZ file:
```
101
Properties=species:S:1:pos:R:3:forces:R:3:mulliken_charge:R:1
H -1.1134 -5.1056 -0.3530 0.00 0.01 0.01 0.408
O 3.1130 2.0267 2.4060 0.61 0.56 -0.02 -0.545
H 1.8521 -7.7225 1.8198 0.00 0.02 -0.02 0.274
H -1.8437 -2.0469 2.6313 -0.01 -0.13 0.19 0.404
H 4.4774 0.6765 -4.0650 0.00 0.00 0.02 0.297
C 1.2694 5.6126 0.2216 -0.23 -0.40 0.14 -0.265
H 0.1013 -7.9684 1.9143 0.03 0.02 -0.06 0.225
C -0.3694 -5.6060 0.2706 -0.10 0.00 0.01 -1.183
C -0.2419 -4.8679 1.6097 -0.12 0.17 -0.14 -0.234
C -3.3350 -0.5962 3.2430 0.03 0.09 -0.11 -1.040
C 1.7045 1.1700 -0.3667 -0.73 -0.34 -0.01 -0.463
H -7.3101 2.3231 0.6425 -0.08 -0.25 -0.11 0.336
H 1.1391 -8.5169 3.2168 0.01 0.01 0.01 0.402
C -1.8590 5.1831 2.4759 0.37 -0.56 0.19 1.261
H 0.5694 -5.6128 -0.2848 0.02 0.01 0.02 0.250
C 1.9631 0.2423 -5.0802 0.02 0.24 0.04 -0.539
H 1.4929 -1.7689 -7.4371 0.06 0.04 -0.01 0.222
H 1.6958 -3.3387 0.4332 0.01 0.00 0.00 0.197
H -2.9413 3.8919 3.6832 0.07 -0.10 0.17 0.700
C -4.1999 4.1649 1.9859 0.18 -0.69 -0.02 -0.939
H -0.3176 1.6885 -1.0285 -0.07 -0.01 -0.18 0.665
H 2.1341 -0.9080 -0.1060 0.25 -0.18 0.15 0.393
C -2.4310 -1.1842 2.3575 -0.21 0.52 -0.43 -0.201
C 2.2025 -4.9339 1.8247 0.04 0.06 -0.12 -0.597
C 2.3781 1.0912 2.4081 -0.25 -0.12 0.16 0.690
H 0.5621 -2.0031 -5.1766 0.01 0.09 0.00 0.350
C 1.9247 -2.5091 -6.7651 -0.10 -0.03 0.00 -1.013
H 3.9353 -2.3314 -4.1758 -0.08 -0.04 -0.05 0.450
H 0.8562 0.0330 3.5373 -0.17 -0.13 -0.18 0.306
C 1.7464 -0.0951 0.4988 0.23 -0.42 -0.71 -0.706
O -1.9080 3.6865 -0.1741 -0.58 -0.38 -0.08 -0.504
H 1.9604 0.3395 -7.2694 0.06 -0.06 -0.02 0.289
C 0.3629 1.9011 -0.2079 0.43 0.12 0.27 0.877
H 4.2852 -1.3115 -5.5620 0.02 -0.01 0.01 0.252
H 1.8358 -3.0896 -4.7034 0.08 0.03 0.02 0.414
C 1.1672 1.0415 3.2907 0.09 -0.06 0.28 -0.489
H 2.3389 1.8533 -6.4689 0.00 0.00 0.01 0.410
H 0.8713 0.2904 -5.0760 -0.01 -0.11 -0.03 0.498
C -0.8008 5.0616 1.4000 -0.28 0.33 -0.04 -0.582
H -1.1436 -5.0402 2.2029 0.05 -0.08 0.06 0.466
H -4.7635 0.9728 3.5747 -0.11 0.00 0.12 0.423
C -2.8026 3.9934 2.6109 -0.49 0.53 0.20 -0.862
H 1.7965 0.8604 -1.4031 0.23 0.05 -0.18 -0.090
S 2.5600 6.6698 3.9724 0.25 0.08 0.30 -0.395
C 3.7876 -1.3263 -4.5796 0.10 0.08 -0.01 -0.444
H 1.6246 -6.3204 3.9880 0.05 0.05 -0.06 0.425
F -1.1581 5.2636 3.6716 -0.01 0.08 -0.02 -0.354
C -4.0788 0.5254 2.8691 0.57 -0.34 -0.37 -0.134
H -4.2637 5.0075 1.3035 0.14 0.10 -0.12 0.562
H -3.4458 -1.0202 4.2309 -0.08 0.02 0.09 0.404
C -3.9259 1.0891 1.5934 0.07 -0.03 -0.22 0.404
N 0.4959 6.9632 2.1683 0.11 -0.64 -0.39 -0.550
H -4.8191 3.9913 -0.9766 -0.01 0.17 -0.09 0.353
C 0.8422 -6.3792 3.2250 0.05 -0.10 0.15 -0.699
H -0.1009 -6.3814 3.7782 -0.04 0.05 -0.06 0.365
H -6.9107 1.7647 2.2817 -0.09 -0.12 0.06 0.341
H 4.0032 -0.3226 -2.6810 -0.01 0.03 0.00 0.058
C -3.0186 0.4910 0.7094 0.26 -0.64 0.44 -0.442
H -2.8648 0.8784 -0.2866 -0.08 0.19 -0.07 0.128
Si -4.8699 2.6349 1.0722 -0.42 0.40 -0.29 0.240
H 0.3598 1.6102 2.8382 -0.22 -0.09 -0.10 -0.194
C 4.4849 -0.3362 -3.6604 0.03 0.01 0.02 -1.107
H 1.4310 1.5629 4.2037 -0.01 0.09 0.15 0.377
H 2.9941 -2.5801 -6.9652 0.01 0.02 0.01 0.272
H 3.5540 0.5851 -6.5473 0.01 -0.01 0.02 0.259
N 2.3574 -1.0952 -4.6723 -0.12 -0.08 0.05 0.267
C 0.9914 -7.7165 2.4891 -0.06 -0.04 0.07 -0.989
H -3.9383 2.5068 -1.2741 0.15 0.03 -0.08 0.223
H -5.6992 2.4860 -1.2503 -0.11 -0.06 -0.10 0.392
H 2.5654 1.7763 -0.1107 0.09 0.16 -0.01 0.325
C 0.4248 3.3754 0.0062 0.05 -0.10 -0.18 -0.071
N 0.9097 -5.1561 2.4449 -0.04 -0.04 0.12 0.201
C 2.4871 0.7728 -6.4209 -0.09 0.05 -0.02 -1.186
H -4.9007 4.3733 2.7898 -0.13 0.16 0.08 0.517
C -2.2782 -0.6415 1.0823 -0.40 0.44 0.35 -0.387
H 2.4136 -5.6520 1.0163 0.03 0.01 0.00 0.266
H 3.3809 -3.3648 0.9356 0.01 -0.01 0.00 0.530
C -0.8794 4.0060 0.3621 0.33 0.29 0.16 0.009
C 1.6330 -2.1903 -5.2938 -0.07 -0.17 0.00 -0.684
H -0.6993 -6.6356 0.3980 0.08 -0.03 -0.01 0.298
C 2.3585 -3.5227 1.2812 0.01 0.02 -0.04 -1.183
H 2.1465 -2.7823 2.0538 -0.02 0.00 0.00 0.272
C 1.4765 4.1823 -0.0743 -0.09 -0.42 0.00 -0.340
F -2.5290 6.3539 2.3698 -0.14 0.19 -0.07 -0.359
C -4.8156 2.9214 -0.7913 0.06 -0.27 0.37 -1.085
H -2.3048 3.0857 2.2868 0.17 -0.07 -0.12 -0.266
C 1.4056 6.8388 2.9610 -0.03 0.34 0.04 0.588
H 2.9699 -5.0948 2.5862 -0.06 -0.07 0.05 0.476
H 5.5278 -0.6229 -3.5224 0.00 -0.01 -0.01 0.455
C 0.2529 5.8693 1.3060 -0.33 0.41 0.30 1.286
H 0.7481 -0.4158 0.7998 -0.15 0.14 0.30 0.189
O 1.8197 6.5023 -0.3547 0.61 0.68 -0.17 -0.554
C -6.7043 2.5140 1.5222 0.37 0.17 0.07 -1.290
O 2.6327 0.0124 1.6143 -0.10 -0.02 -0.09 -0.357
H 2.2755 0.9393 -4.2972 0.06 -0.04 0.01 0.086
H 1.4804 -3.4726 -7.0228 0.00 0.00 0.01 0.415
H 2.4562 3.8313 -0.3538 0.18 0.17 -0.18 0.549
H -7.0307 3.4778 1.9090 -0.06 0.11 0.12 0.374
H -1.5811 -1.0847 0.3856 0.03 -0.07 -0.10 0.592
H -0.1433 1.4982 0.6712 -0.21 -0.03 0.06 -0.484
H -0.2452 -3.7933 1.4024 0.06 0.00 0.00 -0.151
```
Positions in Å, forces in eV/Å.

The SMILES is CC(=O)OCCCC1=CC(=O)C(N=C=S)=C(C(F)(F)CC[Si](C)(C)c2ccccc2)C1=O.CCN(CC)CC.CCN(CC)CC. The value obtained for the HOMO energy is -8.3 eV. Its spin multiplicity is 1.